No. 1
Molecular formula: CH2N2S2
Method: DFT, ωB97M-V with the def2-TZVPD basis set

Orbital gap (spin up / spin down) ... 0.2480 / 0.2483 Eh
Calculated total energy ... -25717.7546 eV
Total charge ... 0

Geometry as XYZ:
```
7
CH2N2S2 | the Open Molecules 2025 dataset | ωB97M-V with the def2-TZVPD basis set
C -0.21 0.38 0.29
N 0.78 0.97 -0.07
N -1.41 -0.03 0.04
S 2.22 -1.37 -0.03
S 2.37 0.56 -0.10
H -1.75 -0.15 -0.91
H -2.00 -0.36 0.79
```



No. 2
Molecular formula: C17H20ClN3O2S
Method: DFT, ωB97M-V with the def2-TZVPD basis set

Orbital gap ... 0.3351 Eh
SMILES string ... NC1=N[C@]23CC[C@H](NC(=O)c4cccc(Cl)c4)C[C@@H]2[C@@H](COC3)S1
Calculated total energy ... -49877.3362 eV
Total charge ... 0

Geometry as XYZ:
```
44
C17H20ClN3O2S | the Open Molecules 2025 dataset | ωB97M-V with the def2-TZVPD basis set
O 0.80 -2.74 2.12
Cl 4.88 -3.45 -2.59
N -0.49 2.89 -0.74
O -2.97 4.01 0.18
S -2.56 1.97 -2.23
C 1.16 -2.56 0.94
C -1.06 2.80 -1.88
C 3.13 -5.65 0.22
C 3.91 -5.22 -0.85
C 2.32 -4.72 0.85
C 2.92 -3.05 -0.75
C 3.83 -3.92 -1.32
C 2.11 -3.44 0.33
N -0.36 3.30 -2.93
N 0.69 -1.41 0.30
C 0.81 0.87 1.09
C -3.89 2.91 0.02
C -1.26 -0.03 -0.14
C -1.89 3.65 1.04
C 0.04 2.11 1.50
C -0.14 -0.34 0.88
C -3.21 1.65 -0.51
C -2.04 1.24 0.38
C -1.09 2.45 0.53
H 3.26 -6.61 0.72
H 4.59 -5.93 -1.37
H 1.72 -4.98 1.73
H 2.88 -2.01 -1.01
H 0.57 3.60 -2.70
H -0.57 2.89 -3.85
H 1.01 -1.32 -0.68
H 1.37 1.07 0.15
H 1.55 0.63 1.85
H -4.61 3.18 -0.75
H -4.46 2.75 0.95
H -1.94 -0.88 -0.12
H -0.81 0.18 -1.12
H -1.18 4.49 1.05
H -2.29 3.49 2.05
H -0.37 1.96 2.52
H 0.70 2.96 1.55
H -0.57 -0.59 1.85
H -4.00 0.85 -0.58
H -2.45 0.98 1.37
```